(1)
ORCA calculation (ωB97M-V/def2-TZVPD) on a cluster of 2 separate species, C2H8N2O in total at a distorted geometry.

ORCA input file:
```
! wB97M-V def2-TZVPD RIJCOSX def2/J DEFGRID3
* xyz 0 1
N -1.872 -0.476 -1.074
C -0.633 0.075 -0.573
C 0.546 -0.421 -0.915
N 1.751 -0.039 -0.247
H -1.846 -1.447 -1.347
H -2.276 0.079 -1.817
H -0.895 0.945 -0.009
H 0.735 -1.220 -1.611
H 1.599 0.733 0.391
H 2.466 0.224 -0.908
O 0.204 0.736 2.276
H -0.577 0.800 2.847
H 0.537 -0.140 2.509
*
```

Summary:
HOMO level	-7.6	eV
SMILES	N/C=C/N.O
max |F|	0.0518	hartree/bohr

(2)
ORCA calculation (ωB97M-V/def2-TZVPD) on a structure of composition C50H45FN4O5Pd.

ORCA input file:
```
! wB97M-V def2-TZVPD RIJCOSX def2/J DEFGRID3
* xyz 0 1
Pd -1.114 -1.086 -1.572
O -0.314 0.632 -0.767
C -0.763 1.724 -0.078
C -1.555 2.691 -0.994
C -2.888 2.168 -1.478
C -3.959 3.023 -1.729
C -5.146 2.475 -2.186
C -5.250 1.103 -2.349
C -4.142 0.316 -2.055
C -4.140 -1.186 -2.123
C -3.816 -1.840 -0.746
O -2.548 -1.504 -0.280
C -3.987 -3.371 -0.868
C -5.149 -3.948 -1.375
C -5.287 -5.325 -1.457
C -4.262 -6.154 -1.025
C -3.108 -5.590 -0.505
C -2.977 -4.211 -0.422
C -4.839 -1.377 0.309
C -4.438 -1.299 1.638
C -5.333 -0.937 2.633
C -6.652 -0.640 2.320
C -7.063 -0.712 0.998
C -6.165 -1.080 0.006
N -2.997 0.863 -1.663
C 0.507 2.445 0.474
C 0.600 3.809 0.732
C 1.734 4.360 1.320
C 2.796 3.549 1.688
C 2.722 2.183 1.426
C 1.603 1.646 0.811
C -1.530 1.371 1.211
C -2.434 2.236 1.814
C -2.957 1.957 3.071
C -2.565 0.814 3.750
C -1.684 -0.070 3.141
C -1.184 0.200 1.878
H -0.909 2.894 -1.854
H -1.743 3.652 -0.513
H -3.862 4.089 -1.563
H -5.995 3.114 -2.399
H -6.174 0.650 -2.682
H -3.375 -1.526 -2.828
H -5.096 -1.547 -2.503
H -5.969 -3.322 -1.705
H -6.199 -5.751 -1.860
H -4.363 -7.230 -1.095
H -2.292 -6.222 -0.180
H -2.079 -3.762 -0.026
H -3.406 -1.516 1.871
H -4.994 -0.878 3.660
H -7.350 -0.352 3.096
H -8.087 -0.479 0.733
H -6.518 -1.126 -1.016
H -0.227 4.465 0.499
H 1.770 5.425 1.518
H 3.656 3.976 2.197
H 3.531 1.519 1.725
H 1.535 0.589 0.591
H -2.745 3.143 1.310
H -3.671 2.637 3.519
H -2.962 0.601 4.735
H -1.401 -0.987 3.645
H -0.528 -0.502 1.378
F 3.607 2.935 -2.333
C 3.549 1.643 -1.927
C 2.530 0.852 -2.365
C 2.490 -0.486 -1.985
C 1.304 -1.257 -2.349
O 0.386 -0.679 -2.967
C 1.259 -2.621 -1.905
C 2.310 -3.101 -1.203
N 3.374 -2.354 -0.773
C 4.408 -2.958 0.025
C 4.519 -2.575 1.476
C 4.018 -3.935 1.088
C 3.472 -1.023 -1.147
C 4.467 -0.171 -0.652
C 4.499 1.165 -1.024
N 5.447 2.018 -0.395
C 5.193 3.448 -0.317
C 6.086 4.010 0.805
N 6.537 2.846 1.634
C 7.498 1.990 0.856
C 6.861 1.741 -0.528
C 0.065 -3.552 -2.177
O 0.289 -4.754 -2.149
O -1.065 -2.979 -2.363
H 1.723 1.241 -2.971
H 2.304 -4.144 -0.917
H 5.329 -3.149 -0.515
H 3.783 -1.874 1.848
H 5.509 -2.487 1.904
H 2.965 -4.127 1.229
H 4.662 -4.790 1.234
H 5.185 -0.534 0.070
H 4.142 3.606 -0.082
H 5.421 3.982 -1.244
H 5.556 4.711 1.446
H 6.991 4.486 0.429
H 5.704 2.269 1.803
H 6.932 3.137 2.526
H 7.635 1.071 1.423
H 8.444 2.527 0.803
H 7.016 0.705 -0.820
H 7.331 2.377 -1.290
*
```

Summary:
HOMO level	-6.7	eV
max |F|	0.0082	hartree/bohr

> The lowest HOMO level belongs to which entry?

C2H8N2O

> max |F| of number 1 (C2H8N2O)?

0.0518 hartree/bohr

> What is the HOMO level in the second record?

-6.7 eV